Arrangement a

{"formula": "C6H29NO10", "method": "the ωB97M-V functional and the def2-TZVPD basis", "charge": 0, "smiles": "C=N/C=C/CCCO.O.O.O.O.O.O.O.O.O", "e_lumo_ev": 0.191, "homo_energy_ev": -9.4, "symbols": ["C", "N", "C", "C", "C", "C", "C", "O", "H", "H", "H", "H", "H", "H", "H", "H", "H", "H", "H", "O", "H", "H", "O", "H", "H", "O", "H", "H", "O", "H", "H", "O", "H", "H", "O", "H", "H", "O", "H", "H", "O", "H", "H", "O", "H", "H"], "xyz": [[1.69, -1.35, 2.63], [1.94, -0.77, 1.53], [1.05, 0.24, 1.09], [0.11, 0.05, 0.18], [-0.74, 1.04, -0.56], [-0.83, 2.47, 0.00], [0.18, 3.42, -0.65], [0.15, 3.39, -2.09], [0.90, -1.14, 3.35], [2.38, -2.14, 2.90], [1.37, 1.27, 1.21], [-0.24, -0.94, -0.10], [-0.42, 1.10, -1.60], [-1.75, 0.65, -0.64], [-0.66, 2.48, 1.07], [-1.83, 2.87, -0.17], [1.22, 3.20, -0.44], [-0.15, 4.42, -0.36], [-0.73, 3.21, -2.42], [0.61, -1.72, -2.36], [1.41, -1.61, -1.81], [0.85, -2.37, -3.03], [-1.09, 2.27, -4.38], [-1.15, 1.30, -4.49], [-0.23, 2.43, -3.96], [-3.25, -3.04, 0.27], [-3.65, -3.64, -0.37], [-2.30, -2.94, 0.01], [-0.97, -2.37, 2.51], [-0.99, -1.56, 1.97], [-1.87, -2.66, 2.31], [3.13, 1.74, -1.31], [2.22, 2.03, -1.26], [3.22, 0.78, -1.42], [-2.55, -0.30, 1.46], [-2.99, -0.61, 0.66], [-2.46, 0.64, 1.56], [-0.65, -3.36, -0.06], [-0.16, -2.54, -0.21], [-0.42, -3.72, 0.80], [2.94, -1.90, -0.79], [2.73, -1.45, 0.06], [3.89, -1.73, -0.79], [-0.88, 1.51, 3.30], [-0.30, 2.26, 3.15], [-0.62, 1.08, 4.11]], "mulliken_charge": [-0.409, -0.431, 0.052, -0.047, -1.306, -0.173, -0.794, -0.549, 0.167, 0.309, 0.412, 0.458, 0.453, 0.343, -0.139, 0.396, 0.266, 0.368, 0.377, -0.595, 0.348, 0.305, -0.661, 0.322, 0.353, -0.664, 0.277, 0.444, -0.639, 0.262, 0.358, -0.689, 0.346, 0.299, -0.574, 0.295, 0.253, -0.770, 0.553, 0.357, -0.668, 0.408, 0.330, -0.560, 0.294, 0.262]}

Arrangement b

{"formula": "C6H29NO10", "method": "the ωB97M-V functional and the def2-TZVPD basis", "charge": 0, "smiles": "Cc1c[nH]cc1C.O.O.O.O.O.O.O.O.O.O", "e_lumo_ev": 0.134, "homo_energy_ev": -8.3, "symbols": ["C", "C", "C", "N", "C", "C", "C", "H", "H", "H", "H", "H", "H", "H", "H", "H", "O", "H", "H", "O", "H", "H", "O", "H", "H", "O", "H", "H", "O", "H", "H", "O", "H", "H", "O", "H", "H", "O", "H", "H", "O", "H", "H", "O", "H", "H"], "xyz": [[-2.08, -3.06, 0.54], [-1.03, -2.07, 0.12], [-0.96, -1.69, -1.21], [0.01, -0.75, -1.34], [0.61, -0.54, -0.12], [-0.05, -1.33, 0.81], [0.27, -1.24, 2.27], [-3.13, -2.76, 0.45], [-1.98, -3.53, 1.52], [-2.17, -3.80, -0.27], [-1.63, -1.89, -2.03], [0.38, -0.39, -2.19], [1.52, 0.01, -0.23], [-0.58, -0.99, 2.91], [0.75, -2.14, 2.66], [0.97, -0.43, 2.45], [-1.65, 1.86, 1.35], [-2.04, 1.03, 1.69], [-1.24, 1.52, 0.54], [3.44, -1.85, -1.78], [2.80, -2.56, -1.78], [3.63, -1.70, -0.85], [-1.57, 4.34, 0.02], [-1.16, 3.91, 0.78], [-2.52, 4.26, 0.18], [3.90, 2.94, -1.69], [4.72, 2.53, -1.42], [3.78, 2.70, -2.61], [0.61, -4.41, 2.48], [0.32, -4.30, 1.56], [1.28, -5.09, 2.36], [1.22, 3.09, -2.68], [1.72, 3.53, -1.99], [1.68, 2.24, -2.71], [4.11, 0.93, 0.26], [4.42, 1.42, 1.03], [3.17, 1.13, 0.23], [-2.86, -0.43, 2.25], [-3.62, -0.24, 1.68], [-2.47, -1.22, 1.86], [-3.29, 0.72, -0.36], [-3.69, 1.46, -0.81], [-2.50, 0.56, -0.90], [-1.20, 2.31, -1.68], [-0.40, 2.71, -2.08], [-1.48, 3.17, -1.29]], "mulliken_charge": [-1.891, 1.575, -1.703, 0.342, -1.393, 1.681, -1.442, 0.479, 0.435, 0.409, 0.347, 0.180, 0.071, 0.289, 0.414, 0.338, -0.647, 0.393, 0.306, -0.641, 0.308, 0.313, -0.698, 0.331, 0.329, -0.619, 0.308, 0.306, -0.610, 0.309, 0.302, -0.709, 0.355, 0.295, -0.625, 0.312, 0.342, -0.763, 0.327, 0.264, -0.517, 0.276, 0.199, -0.552, 0.334, 0.344]}

Energy comparison, zero being the most stable, in hartree: arrangement a 0.0520; arrangement b 0.0000.

Arrangement a

{"formula": "C38H45As2N4O2RhSSb", "method": "the ωB97M-V functional and the def2-TZVPD basis", "charge": 3, "e_lumo_ev": [-8.927, -8.929], "homo_energy_ev": [-15.5, -15.5], "symbols": ["Rh", "O", "C", "C", "C", "C", "C", "C", "N", "H", "H", "H", "H", "H", "H", "H", "C", "As", "C", "C", "C", "C", "C", "C", "C", "As", "C", "C", "H", "H", "H", "H", "H", "H", "H", "H", "H", "H", "H", "H", "H", "H", "H", "H", "C", "N", "C", "C", "O", "N", "C", "N", "H", "H", "H", "H", "H", "H", "H", "S", "Sb", "C", "C", "C", "C", "C", "C", "C", "C", "C", "C", "C", "C", "C", "C", "C", "C", "C", "C", "H", "H", "H", "H", "H", "H", "H", "H", "H", "H", "H", "H", "H", "H", "H"], "xyz": [[0.30, 0.89, 1.12], [0.49, 3.01, 1.76], [-0.84, 3.55, 1.89], [-1.76, 2.92, 0.86], [-2.73, 3.65, 0.18], [-3.60, 3.00, -0.69], [-3.47, 1.63, -0.84], [-2.46, 0.98, -0.15], [-1.63, 1.59, 0.69], [1.02, 3.53, 1.14], [-0.84, 4.64, 1.82], [-1.17, 3.28, 2.90], [-2.80, 4.72, 0.35], [-4.35, 3.55, -1.23], [-4.12, 1.06, -1.50], [-2.32, -0.09, -0.26], [-0.31, -2.10, -0.73], [0.80, -1.56, 0.80], [2.61, -1.47, 0.07], [0.99, -3.28, 1.79], [0.46, -4.36, 1.08], [0.70, -5.67, 1.49], [1.44, -5.91, 2.62], [1.93, -4.84, 3.35], [1.70, -3.53, 2.98], [2.31, -2.13, 4.23], [3.89, -2.99, 5.05], [0.99, -2.50, 5.67], [0.21, -2.84, -1.33], [-0.48, -1.21, -1.32], [-1.26, -2.52, -0.38], [2.78, -2.41, -0.47], [3.31, -1.40, 0.90], [2.73, -0.63, -0.60], [-0.12, -4.23, 0.19], [0.29, -6.49, 0.92], [1.63, -6.92, 2.95], [2.50, -5.04, 4.25], [3.62, -3.78, 5.75], [4.47, -2.24, 5.58], [4.52, -3.41, 4.26], [0.90, -3.57, 5.84], [0.01, -2.11, 5.39], [1.33, -2.04, 6.59], [-0.01, 1.04, 6.82], [0.28, 0.96, 5.41], [1.58, 1.26, 4.82], [1.31, 0.87, 3.40], [2.05, 0.92, 2.40], [0.03, 0.49, 3.24], [-0.57, 0.56, 4.46], [-1.83, 0.24, 4.67], [0.89, 1.36, 7.34], [-0.31, 0.06, 7.20], [-0.80, 1.78, 7.01], [2.39, 0.69, 5.27], [1.81, 2.33, 4.89], [-2.40, -0.07, 3.90], [-2.25, 0.29, 5.59], [0.87, 1.12, -1.18], [-0.17, 1.04, -3.32], [0.25, 2.99, -4.08], [-0.32, 4.11, -3.48], [-0.05, 5.37, -3.98], [0.80, 5.51, -5.06], [1.37, 4.40, -5.66], [1.10, 3.14, -5.16], [0.93, -0.53, -4.25], [0.26, -1.59, -4.84], [0.98, -2.60, -5.45], [2.36, -2.55, -5.47], [3.03, -1.49, -4.88], [2.32, -0.48, -4.27], [-2.27, 0.65, -3.47], [-2.88, -0.51, -2.97], [-4.22, -0.74, -3.19], [-4.97, 0.18, -3.91], [-4.37, 1.32, -4.42], [-3.02, 1.55, -4.20], [-0.98, 3.99, -2.62], [-0.49, 6.24, -3.52], [1.00, 6.50, -5.45], [2.03, 4.52, -6.50], [1.54, 2.27, -5.64], [-0.82, -1.64, -4.85], [0.46, -3.42, -5.93], [2.92, -3.33, -5.96], [4.11, -1.45, -4.91], [2.84, 0.35, -3.81], [-2.31, -1.24, -2.42], [-4.69, -1.63, -2.81], [-6.02, -0.01, -4.10], [-4.95, 2.03, -4.99], [-2.56, 2.44, -4.61]], "mulliken_charge": [-0.179, -0.367, -0.537, 0.891, -1.064, -0.628, -0.722, -0.793, 0.365, 0.287, 0.519, 0.112, 0.542, 0.495, 0.833, 0.709, -0.919, 1.655, -1.103, 0.201, -0.562, -0.932, -0.992, -0.328, 0.131, 0.508, -1.266, -1.183, 0.788, -0.923, 0.604, 0.486, 0.354, 0.409, 0.436, 0.423, 0.434, 0.309, 0.405, 0.434, 0.420, 0.539, 0.273, 0.378, -1.162, 0.205, -0.832, 0.907, -0.795, 0.509, -0.313, -0.248, 0.412, 0.406, 0.397, 0.391, 0.460, 0.198, 0.244, -0.417, 1.495, 0.464, -0.246, -0.711, -0.526, -0.742, -0.442, 0.649, -0.342, -0.744, -0.510, -0.823, -0.457, 0.715, -0.475, -0.733, -0.693, -0.751, -0.734, 0.424, 0.430, 0.420, 0.442, 0.448, 0.427, 0.458, 0.434, 0.456, 0.483, 0.444, 0.455, 0.443, 0.493, 0.546]}

Arrangement b

{"formula": "C38H45As2N4O2RhSSb", "method": "the ωB97M-V functional and the def2-TZVPD basis", "charge": 3, "e_lumo_ev": -9.102, "homo_energy_ev": -15.8, "symbols": ["Rh", "O", "C", "C", "C", "C", "C", "C", "N", "H", "H", "H", "H", "H", "H", "H", "C", "As", "C", "C", "C", "C", "C", "C", "C", "As", "C", "C", "H", "H", "H", "H", "H", "H", "H", "H", "H", "H", "H", "H", "H", "H", "H", "H", "C", "N", "C", "C", "O", "N", "C", "N", "H", "H", "H", "H", "H", "H", "H", "S", "Sb", "C", "C", "C", "C", "C", "C", "C", "C", "C", "C", "C", "C", "C", "C", "C", "C", "C", "C", "H", "H", "H", "H", "H", "H", "H", "H", "H", "H", "H", "H", "H", "H", "H"], "xyz": [[-0.93, 0.74, 0.36], [-3.74, 0.55, -0.60], [-4.22, -0.03, 0.61], [-3.39, -1.21, 1.04], [-4.00, -2.36, 1.51], [-3.23, -3.48, 1.78], [-1.87, -3.41, 1.56], [-1.33, -2.22, 1.11], [-2.06, -1.12, 0.88], [-3.91, -0.06, -1.33], [-5.26, -0.33, 0.51], [-4.19, 0.76, 1.36], [-5.08, -2.39, 1.62], [-3.70, -4.39, 2.14], [-1.22, -4.26, 1.73], [-0.27, -2.13, 0.97], [1.29, 2.97, -1.72], [0.92, 2.19, 0.03], [2.63, 1.57, 0.67], [0.47, 3.78, 1.05], [1.39, 4.64, 1.63], [0.93, 5.78, 2.28], [-0.43, 6.05, 2.35], [-1.36, 5.20, 1.76], [-0.90, 4.06, 1.11], [-2.05, 2.80, 0.17], [-3.87, 3.21, 0.72], [-2.17, 3.26, -1.70], [2.38, 3.02, -1.83], [0.88, 3.98, -1.74], [0.88, 2.36, -2.51], [3.37, 2.26, 0.26], [2.83, 0.56, 0.32], [2.64, 1.60, 1.76], [2.45, 4.45, 1.58], [1.64, 6.46, 2.73], [-0.77, 6.94, 2.86], [-2.41, 5.44, 1.82], [-4.01, 4.25, 0.44], [-4.10, 3.11, 1.78], [-4.54, 2.58, 0.14], [-2.16, 4.35, -1.78], [-3.11, 2.87, -2.09], [-1.34, 2.84, -2.26], [-0.68, 1.47, 6.03], [-0.47, 1.02, 4.66], [0.61, 0.15, 4.26], [0.40, 0.09, 2.77], [1.06, -0.55, 1.96], [-0.68, 0.87, 2.42], [-1.15, 1.40, 3.59], [-2.21, 2.20, 3.67], [-0.30, 0.71, 6.71], [-1.74, 1.59, 6.25], [-0.15, 2.41, 6.22], [0.53, -0.85, 4.70], [1.60, 0.56, 4.50], [-2.72, 2.44, 2.84], [-2.53, 2.55, 4.55], [-0.37, -0.06, -1.84], [1.10, -1.89, -2.13], [3.03, -1.10, -2.15], [3.23, 0.14, -2.76], [4.51, 0.65, -2.86], [5.59, -0.07, -2.36], [5.39, -1.31, -1.77], [4.11, -1.83, -1.67], [1.05, -3.54, -0.85], [0.43, -4.70, -1.31], [0.50, -5.86, -0.55], [1.21, -5.86, 0.65], [1.84, -4.71, 1.09], [1.76, -3.54, 0.34], [0.58, -2.47, -4.07], [-0.69, -2.98, -4.34], [-1.01, -3.36, -5.63], [-0.06, -3.22, -6.64], [1.19, -2.70, -6.37], [1.52, -2.32, -5.08], [2.39, 0.70, -3.17], [4.68, 1.60, -3.35], [6.59, 0.33, -2.44], [6.23, -1.88, -1.40], [3.96, -2.81, -1.22], [-0.10, -4.72, -2.26], [0.03, -6.77, -0.90], [1.29, -6.77, 1.23], [2.40, -4.72, 2.02], [2.25, -2.64, 0.71], [-1.44, -3.06, -3.56], [-1.98, -3.76, -5.85], [-0.31, -3.52, -7.65], [1.92, -2.60, -7.16], [2.51, -1.93, -4.87]], "mulliken_charge": [2.005, -0.457, -0.375, 0.257, -1.059, -0.687, -1.386, -0.336, 1.068, 0.246, 0.575, 0.071, 0.536, 0.464, 0.502, 0.660, -1.317, 0.984, -1.308, -0.082, -0.810, -0.756, -0.764, -0.794, 0.396, 0.686, -1.824, -1.103, 0.497, 0.488, 0.324, 0.610, 0.028, 0.445, 0.505, 0.471, 0.465, 0.454, 0.582, 0.521, 0.507, 0.399, 0.482, 0.349, -1.064, -0.003, -0.472, -0.912, -0.363, 1.577, -0.260, -0.083, 0.347, 0.414, 0.335, 0.384, 0.350, -0.352, 0.244, -0.627, 1.672, 0.553, -0.573, -0.836, -0.601, -0.730, -0.423, 0.620, -0.804, -0.688, -0.788, -0.806, -0.155, 0.709, -0.548, -0.757, -0.516, -0.768, -0.434, 0.607, 0.476, 0.450, 0.445, 0.490, 0.414, 0.465, 0.437, 0.474, 0.470, 0.434, 0.422, 0.422, 0.434, 0.407]}

Energy comparison, zero being the most stable, in hartree: arrangement a 0.0792; arrangement b 0.0000.

Arrangement a

{"formula": "CH2N4O3", "method": "the ωB97M-V functional and the def2-TZVPD basis", "charge": 0, "e_lumo_ev": [-1.480, -1.480], "homo_energy_ev": [-10.7, -10.7], "symbols": ["C", "N", "N", "N", "N", "O", "O", "O", "H", "H"], "xyz": [[1.57, -0.35, 0.02], [2.61, -0.93, -0.05], [0.67, 0.38, 0.35], [-0.79, 0.53, -0.71], [-1.47, -0.58, -0.04], [-1.12, -1.65, -0.40], [-2.29, -0.28, 0.76], [-1.36, 1.70, -0.33], [3.47, -0.55, -0.24], [-1.29, 1.73, 0.63]], "mulliken_charge": [0.512, -0.428, -0.396, -0.065, 1.111, -0.538, -0.572, -0.293, 0.293, 0.379]}

Arrangement b

{"formula": "CH2N4O3", "method": "the ωB97M-V functional and the def2-TZVPD basis", "charge": 0, "e_lumo_ev": -1.276, "homo_energy_ev": -10.3, "symbols": ["C", "H", "H", "N", "N", "N", "N", "O", "O", "O"], "xyz": [[0.53, 0.18, -0.40], [-1.35, -0.68, -2.54], [-1.91, -0.01, 0.73], [0.10, 0.13, -1.48], [1.70, 0.85, 0.12], [1.99, 0.28, 1.17], [-0.12, -0.39, 0.76], [-1.20, -0.54, -1.48], [1.01, -0.39, 1.62], [-0.75, 0.56, 1.50]], "mulliken_charge": [0.689, 0.383, 0.443, -0.299, -0.325, 0.062, 0.118, -0.408, -0.162, -0.501]}

Energy comparison, zero being the most stable, in hartree: arrangement a 0.0000; arrangement b 0.1282.

Arrangement a

{"formula": "C4H4O2S", "method": "the ωB97M-V functional and the def2-TZVPD basis", "charge": 0, "smiles": "C=C(C=O)OC=S", "e_lumo_ev": -0.879, "homo_energy_ev": -9.3, "symbols": ["C", "C", "C", "O", "O", "C", "S", "H", "H", "H", "H"], "xyz": [[1.23, 1.02, -0.86], [0.37, 0.44, 0.04], [0.92, -0.26, 1.30], [0.13, -0.11, 2.24], [-1.00, 0.51, -0.22], [-1.94, -0.54, -0.54], [-1.61, -2.21, -0.03], [0.67, 1.39, -1.83], [2.30, 0.90, -0.86], [2.02, -0.93, 1.53], [-3.09, -0.22, -0.77]], "mulliken_charge": [-0.735, 0.582, -0.065, -0.397, -0.246, -0.024, -0.198, 0.216, 0.338, 0.234, 0.295]}

Arrangement b

{"formula": "C4H4O2S", "method": "the ωB97M-V functional and the def2-TZVPD basis", "charge": 0, "smiles": "C#C[C@@H](S)C(=O)O", "e_lumo_ev": 0.543, "homo_energy_ev": -9.7, "symbols": ["C", "C", "C", "S", "C", "O", "O", "H", "H", "H", "H"], "xyz": [[-0.43, 1.22, -1.93], [-0.42, 0.97, -0.75], [-0.28, 0.32, 0.54], [-1.86, -0.53, 1.01], [0.82, -0.72, 0.64], [0.97, -1.38, 1.64], [1.65, -0.87, -0.43], [-0.60, 1.48, -2.91], [0.00, 1.02, 1.35], [-1.32, -1.27, 1.99], [1.46, -0.25, -1.16]], "mulliken_charge": [-0.026, -0.875, 0.496, -0.238, 0.429, -0.542, -0.438, 0.450, 0.291, 0.176, 0.276]}

Arrangement c

{"formula": "C4H4O2S", "method": "the ωB97M-V functional and the def2-TZVPD basis", "charge": 0, "e_lumo_ev": -1.833, "homo_energy_ev": -9.5, "symbols": ["C", "C", "C", "C", "H", "H", "H", "H", "O", "O", "S"], "xyz": [[-2.41, -0.22, 0.04], [-1.15, 0.32, -0.32], [1.08, 0.27, -0.17], [2.36, -0.52, 0.00], [-3.26, 0.55, 0.78], [-2.31, -1.23, 0.16], [-0.98, 1.38, -0.01], [2.01, -1.60, 0.13], [-0.04, -0.49, -0.40], [0.85, 1.44, -0.12], [3.86, 0.10, -0.08]], "mulliken_charge": [-0.592, -0.044, 0.872, -0.368, 0.220, 0.321, 0.285, 0.262, -0.332, -0.506, -0.118]}

Energy comparison, zero being the most stable, in hartree: arrangement a 0.0974; arrangement b 0.0000; arrangement c 0.0825.